No. 1
ORCA calculation (wB97M-V/def2-TZVPD) on the molecule C5H6N2O2 at a distorted geometry.

Output
- HOMO energy: -8.54 eV
- Energy relative to the best compared isomer or geometry (same formula, charge and spin): 57.1 kcal/mol
- HOMO-LUMO gap: 9.19 eV
- F_max: 5.00 eV/A
- SMILES: [H]/N=C(\O)c1[nH]ccc1O
- Total charge: 0

The geometry in XYZ format:
```
15
C5H6N2O2 (wB97M-V/def2-TZVPD)
H -2.04536 0.80505 -0.91750
N -1.69457 0.89409 0.21539
C -0.65458 0.19773 0.11748
O -0.71955 -0.22273 -1.41356
C 0.17246 -0.51815 1.05785
N 1.47588 -0.13553 1.34173
C 2.00433 -0.95180 2.28131
C 1.07367 -1.92379 2.60605
C -0.08138 -1.64922 1.83245
O -1.22175 -2.36366 1.78150
H -0.42396 -1.13763 -1.46679
H 1.93286 0.69672 0.99430
H 3.00040 -0.77677 2.67723
H 1.19103 -2.71784 3.33967
H -1.19516 -3.08217 2.42019
```


No. 2
ORCA calculation (wB97M-V/def2-TZVPD) on a 2-piece molecular cluster, C5H6N2O2S overall at a distorted geometry.

Output
- HOMO energy (spin up / spin down): -9.30 / -9.30 eV
- Energy relative to the best compared isomer or geometry (same formula, charge and spin): 115.8 kcal/mol
- HOMO-LUMO gap (spin up / spin down): 7.44 / 7.43 eV
- F_max: 4.35 eV/A
- Total charge: 0

The geometry in XYZ format:
```
16
C5H6N2O2S (wB97M-V/def2-TZVPD)
C 2.86964 2.25584 1.28614
C 3.49289 0.96187 3.10085
C -0.16402 -1.61281 -0.86932
C -0.01846 -0.20517 -0.23678
C 2.41245 1.47446 2.32077
N 3.07284 2.95189 0.37496
N 4.23867 0.49867 3.81649
O 2.60974 -0.61015 -0.04211
O 0.44702 -0.25381 1.05626
S 1.96358 -0.70660 1.22087
H 0.80885 -1.92022 -0.80491
H -0.73078 -2.20057 -0.22512
H -0.66062 -1.77961 -1.83034
H -0.95519 0.34609 -0.32742
H 0.70645 0.41930 -0.79622
H 1.54166 1.59394 2.85459
```


No. 3
ORCA calculation (wB97M-V/def2-TZVPD) on a 2-piece molecular cluster, C5H6N2O2S overall at a distorted geometry.

Output
- HOMO energy (spin up / spin down): -9.50 / -9.32 eV
- Energy relative to the best compared isomer or geometry (same formula, charge and spin): 157.6 kcal/mol
- HOMO-LUMO gap (spin up / spin down): 4.67 / 4.36 eV
- F_max: 5.67 eV/A
- Total charge: 0

The geometry in XYZ format:
```
16
C5H6N2O2S (wB97M-V/def2-TZVPD)
C -3.63657 -0.89065 0.09414
C -0.38062 0.95645 0.26750
C -0.20701 -0.55706 0.19313
C 1.25289 -0.74846 -0.20456
C 1.82728 0.65325 0.08544
N -3.57871 -1.82040 -0.57194
N 0.78656 1.48264 0.35883
O -1.44390 1.49757 0.35686
O 2.60559 1.02526 -0.97606
S -3.75693 0.40034 1.03920
H -0.42692 -0.87211 1.20974
H -1.08435 -0.95333 -0.38773
H 1.67481 -1.63211 0.35054
H 1.63096 -0.88854 -1.28485
H 2.53442 0.65785 0.93334
H 2.20250 1.68929 -1.46357
```


No. 4
ORCA calculation (wB97M-V/def2-TZVPD) on the molecule C5H6N2O2S at a distorted geometry.

Output
- HOMO energy (spin up / spin down): -7.92 / -7.92 eV
- Energy relative to the best compared isomer or geometry (same formula, charge and spin): 112.7 kcal/mol
- HOMO-LUMO gap (spin up / spin down): 7.85 / 7.85 eV
- F_max: 4.57 eV/A
- SMILES: N/C=C/C=C\N=C=S(=O)=O
- Total charge: 0

The geometry in XYZ format:
```
16
C5H6N2O2S (wB97M-V/def2-TZVPD)
N -0.23096 -2.20524 -0.07274
C -0.47556 -0.90673 -0.30326
C -1.35125 -0.10821 0.32344
C -1.50594 1.24135 0.20511
C -0.58833 2.12200 -0.20469
N 0.62252 1.70439 -0.50051
C 1.69057 1.31375 -0.46487
S 2.72483 -0.32312 0.15374
O 1.90144 -0.38501 1.36504
O 2.19043 -1.19241 -0.87171
H -0.62965 -2.66512 0.68768
H 0.68926 -2.33745 -0.40918
H 0.23562 -0.50356 -1.03213
H -1.92847 -0.52045 1.11896
H -2.51015 1.60135 0.59103
H -0.83438 3.16444 -0.58590
```


No. 5
ORCA calculation (wB97M-V/def2-TZVPD) on the molecule C5H6N2OS2 at a distorted geometry.

Output
- HOMO energy: -8.59 eV
- Energy relative to the best compared isomer or geometry (same formula, charge and spin): 1.8 kcal/mol
- HOMO-LUMO gap: 9.25 eV
- F_max: 4.11 eV/A
- SMILES: CC(=O)N(S)c1nccs1
- Total charge: 0

The geometry in XYZ format:
```
16
C5H6N2OS2 (wB97M-V/def2-TZVPD)
C 2.70413 -1.13637 0.04986
C 1.23107 -1.13514 -0.06528
O 0.49210 -2.09673 -0.10154
N 0.67004 0.12597 -0.04604
S 1.56980 1.56931 -0.24208
C -0.76316 0.22870 -0.17088
N -1.26089 1.43262 -0.23970
C -2.62247 1.30649 -0.16993
C -3.03240 0.01851 -0.04576
S -1.72018 -1.13629 -0.05374
H 3.01755 -0.31858 -0.57563
H 3.17436 -2.04858 -0.21622
H 2.93203 -0.88434 1.07766
H 0.79324 2.27403 0.43885
H -3.25810 2.12249 0.14801
H -3.92713 -0.32209 0.21243
```


No. 6
ORCA calculation (wB97M-V/def2-TZVPD) on C5H6N2S as an isolated structure at a distorted geometry.

Output
- HOMO energy: -8.95 eV
- Energy relative to the best compared isomer or geometry (same formula, charge and spin): 78.1 kcal/mol
- HOMO-LUMO gap: 9.25 eV
- F_max: 5.24 eV/A
- Total charge: 0

The geometry in XYZ format:
```
14
C5H6N2S (wB97M-V/def2-TZVPD)
C -2.45906 0.86134 0.43249
C 0.32807 -1.01648 1.16714
C 0.15954 -1.86487 -0.12862
C -1.16269 0.32107 0.26664
C -0.04566 1.74685 -0.64058
N -3.39139 1.51740 0.54424
N -0.40567 -0.00013 1.31564
S -1.28366 -1.04542 -0.86811
H 0.93597 -1.25879 2.12002
H 1.09400 -1.62725 -0.59911
H 0.03025 -2.87509 0.26680
H 0.53924 2.17462 0.17062
H -0.75748 2.49656 -0.89229
H 0.43818 1.17288 -1.39997
```


No. 7
ORCA calculation (wB97M-V/def2-TZVPD) on a 2-piece molecular cluster, C5H6N3O4 overall at a distorted geometry.

Output
- HOMO energy (spin up / spin down): -12.99 / -12.95 eV
- Energy relative to the best compared isomer or geometry (same formula, charge and spin): 89.0 kcal/mol
- HOMO-LUMO gap (spin up / spin down): 6.82 / 6.81 eV
- F_max: 4.92 eV/A
- Total charge: +1

The geometry in XYZ format:
```
18
C5H6N3O4 (wB97M-V/def2-TZVPD)
C -1.10788 -0.77960 -0.74353
C 0.19423 -1.19656 -0.78176
C -0.32913 -0.34611 1.39064
C -1.41578 -0.25034 0.57162
C -3.49765 0.88420 0.18436
N 3.11045 1.48705 0.09210
N 0.75507 -0.82596 0.61240
N 1.96908 -0.92483 0.84483
O -3.55207 0.78473 -1.00279
O 2.68827 2.40846 -0.71326
O 2.70386 -1.45100 -0.09321
O -2.53377 0.38364 1.03534
H -1.90087 -0.91757 -1.45740
H 0.68174 -1.67582 -1.68375
H -0.12159 -0.06553 2.43370
H -4.16041 1.55829 0.75114
H 2.94941 2.14943 -1.64380
H 3.56705 -1.22249 0.20338
```


No. 8
ORCA calculation (wB97M-V/def2-TZVPD) on the molecule C5H6N4O2S at a distorted geometry.

Output
- HOMO energy: -8.42 eV
- Energy relative to the best compared isomer or geometry (same formula, charge and spin): 135.7 kcal/mol
- HOMO-LUMO gap: 7.40 eV
- F_max: 3.48 eV/A
- SMILES: CN1C#S(=O)/N=C\NC(=O)/N=C\1
- Total charge: 0

The geometry in XYZ format:
```
18
C5H6N4O2S (wB97M-V/def2-TZVPD)
C -1.16445 -2.30630 0.41722
N -0.88660 -0.79803 0.44680
C -1.16259 -0.23392 -0.65399
S -1.06336 1.49833 -1.15112
O -2.08512 1.48595 -2.15670
N 0.28506 1.18776 -2.09608
C 1.41114 1.02940 -1.53819
N 1.60273 1.11801 -0.12017
C 0.71148 1.54689 0.95288
O 0.57664 2.69905 1.24183
N 0.57620 0.50414 1.82796
C -0.11741 -0.55434 1.61298
H -1.49752 -2.64786 1.39885
H -1.85633 -2.34611 -0.53479
H -0.24268 -2.73828 0.18873
H 2.26186 0.73638 -2.13433
H 2.54437 1.29880 0.12983
H 0.10658 -1.47986 2.16828
```